This record from the OMol25 dataset describes a structure of composition C6H13ClCrN4O2S2. The level of theory is the ωB97M-V functional and the def2-TZVPD basis.

## Properties
HOMO energy (alpha / beta): -0.454 / -0.467 Eh
Maximum force: 0.32 eV/A
LUMO energy (alpha / beta): -4.164 / -2.964 eV
Expectation value of S²: 3.79
Orbital gap (alpha / beta): 8.193 / 9.739 eV
Molecular weight: 324.78 g/mol

The geometry in ORCA input format:
```
! wB97M-V def2-TZVPD RIJCOSX def2/J DEFGRID3
* xyz 1 4
Cr 1.265 -0.918 -0.205
N 0.844 -1.250 1.909
N 0.281 -2.507 2.170
C -0.096 -3.313 1.164
N -0.597 -4.499 1.492
S 0.034 -2.871 -0.471
H 1.788 -1.213 2.292
H 0.258 -0.519 2.304
H 0.263 -2.822 3.129
H -0.704 -4.806 2.445
H -0.852 -5.140 0.759
O 5.319 -1.855 -0.133
C 4.187 -1.655 0.060
N 3.026 -1.422 0.283
O -0.207 0.412 -0.080
S -1.067 0.863 -1.299
C -0.168 2.280 -2.003
C -0.933 3.551 -1.634
C -1.644 3.271 -0.314
C -2.301 1.911 -0.514
H -0.043 2.106 -3.070
H 0.813 2.217 -1.532
H -1.667 3.783 -2.407
H -0.249 4.397 -1.570
H -2.383 4.032 -0.069
H -0.928 3.219 0.509
H -3.135 1.965 -1.218
H -2.633 1.396 0.386
Cl 1.529 -0.613 -2.382
*
```

These are the natural (NBO) partial charges, in e, on atoms 1 to 6: atom 1 (Cr): 1.065, atom 2 (N): -0.614, atom 3 (N): -0.417, atom 4 (C): 0.323, atom 5 (N): -0.741, atom 6 (S): 0.013

***

This record from the OMol25 dataset describes a cluster of 2 separate species, HN3O7S2 in total. The level of theory is the ωB97M-V functional and the def2-TZVPD basis.

## Properties
HOMO energy: -0.369 Eh
Maximum force: 4.61 eV/A
LUMO energy: -1.297 eV
Orbital gap: 8.733 eV
Molecular weight: 219.16 g/mol
Structure (SMILES): O=[N+]([O-])SS(=O)(=O)O.O=NN=O

The geometry in ORCA input format:
```
! wB97M-V def2-TZVPD RIJCOSX def2/J DEFGRID3
* xyz 0 1
O 1.988 -1.932 -1.496
N 1.576 -0.992 -0.876
O 0.433 -0.563 -1.062
S 2.537 0.004 0.106
S 0.848 1.146 0.941
O 1.488 1.950 1.915
O -0.087 0.187 1.446
O 0.193 1.913 -0.250
H -0.329 1.251 -0.710
O -1.803 -2.086 0.967
N -2.016 -1.070 0.425
N -2.261 -0.431 -0.501
O -2.566 0.623 -0.904
*
```

These are the natural (NBO) partial charges, in e, on atoms 1 to 6: atom 1 (O): -0.306, atom 2 (N): 0.372, atom 3 (O): -0.463, atom 4 (S): 0.220, atom 5 (S): 2.244, atom 6 (O): -0.869

***

This record from the OMol25 dataset describes a cluster of 10 separate species, C23H71N11O10 in total. The level of theory is the ωB97M-V functional and the def2-TZVPD basis.

## Properties
HOMO energy: -0.308 Eh
Maximum force: 5.82 eV/A
LUMO energy: 0.065 eV
Orbital gap: 8.450 eV
Molecular weight: 661.89 g/mol
Structure (SMILES): COC[C@H](C)N.COC[C@H](C)N.COC[C@H](C)N.COC[C@H](C)N.COC[C@H](C)N.NC(N)=O.NC(N)=O.NC(N)=O.O.O

The geometry in ORCA input format:
```
! wB97M-V def2-TZVPD RIJCOSX def2/J DEFGRID3
* xyz 0 1
C 7.421 1.365 4.905
O 7.043 0.384 3.988
C 6.502 0.883 2.811
C 5.441 0.017 2.057
C 4.455 0.782 1.157
N 4.613 -0.818 2.880
H 8.165 1.987 4.407
H 7.884 0.912 5.781
H 6.572 1.945 5.267
H 5.961 1.756 3.176
H 7.297 1.251 2.162
H 6.019 -0.757 1.553
H 3.676 1.308 1.708
H 3.921 0.054 0.547
H 4.917 1.362 0.358
H 3.999 -0.247 3.443
H 5.165 -1.461 3.430
C -1.387 -2.514 2.811
O -2.630 -3.063 2.997
C -2.858 -4.424 2.444
C -3.758 -4.373 1.190
C -3.193 -3.862 -0.168
N -5.060 -3.822 1.445
H -1.001 -2.790 1.830
H -0.632 -2.915 3.488
H -1.300 -1.434 2.931
H -1.894 -4.868 2.197
H -3.422 -4.900 3.246
H -4.070 -5.401 1.002
H -2.337 -4.495 -0.403
H -2.675 -2.922 0.024
H -4.014 -3.847 -0.884
H -5.627 -3.535 0.659
H -4.853 -2.955 1.920
C -2.914 7.823 0.670
O -2.312 7.316 -0.553
C -1.626 6.141 -0.363
C -2.488 4.916 -0.195
C -1.702 3.588 -0.231
N -3.515 4.865 -1.288
H -3.976 7.906 0.437
H -2.651 8.854 0.904
H -2.710 7.133 1.488
H -1.049 6.065 -1.284
H -0.844 6.193 0.395
H -2.926 4.938 0.803
H -2.316 2.704 -0.060
H -0.769 3.578 0.332
H -1.298 3.344 -1.213
H -4.148 5.637 -1.140
H -3.008 5.233 -2.081
C -0.005 -2.106 -2.741
O -1.386 -1.739 -2.859
C -1.719 -1.207 -4.154
C -3.270 -1.109 -4.234
C -3.928 -2.522 -4.299
N -3.651 -0.259 -5.337
H 0.332 -2.756 -3.548
H 0.370 -2.618 -1.855
H 0.590 -1.199 -2.850
H -1.394 -0.172 -4.260
H -1.229 -1.653 -5.019
H -3.638 -0.528 -3.388
H -3.544 -3.180 -3.519
H -4.042 -2.967 -5.288
H -4.992 -2.387 -4.103
H -4.656 -0.182 -5.260
H -3.413 0.701 -5.133
C 4.437 -4.290 -3.926
O 5.071 -3.045 -4.438
C 5.689 -2.176 -3.431
C 4.766 -0.936 -3.060
C 5.432 -0.203 -1.934
N 3.489 -1.222 -2.470
H 3.499 -4.109 -3.399
H 5.100 -4.831 -3.251
H 4.334 -5.004 -4.743
H 5.931 -2.720 -2.518
H 6.678 -1.793 -3.680
H 4.654 -0.272 -3.917
H 4.844 0.708 -1.832
H 6.414 0.241 -2.095
H 5.475 -0.799 -1.022
H 3.157 -2.142 -2.720
H 3.618 -1.137 -1.472
N -0.627 0.373 0.226
C 0.589 0.375 0.805
N 0.719 0.336 2.108
O 1.465 0.138 0.032
H -0.596 0.082 -0.741
H -1.422 0.177 0.816
H -0.105 0.541 2.655
H 1.600 0.029 2.493
N -4.407 0.225 -0.039
C -5.514 -0.447 0.256
N -6.287 -0.610 -0.776
O -5.737 -0.869 1.447
H -3.735 0.412 0.692
H -4.216 0.629 -0.945
H -6.028 -0.183 -1.654
H -7.080 -1.234 -0.735
N -4.076 0.934 3.778
C -2.923 1.291 3.362
N -2.220 2.037 4.126
O -2.576 0.925 2.279
H -4.413 1.476 4.561
H -4.672 0.539 3.065
H -1.311 2.347 3.815
H -2.417 2.135 5.112
O 2.745 0.694 4.940
H 3.546 0.550 5.443
H 2.168 -0.026 5.197
O 2.124 0.964 -2.721
H 1.617 0.727 -1.944
H 2.691 0.209 -2.877
*
```

These are the Löwdin partial charges, in e, on atoms 1 to 6: atom 1 (C): -0.119, atom 2 (O): -0.198, atom 3 (C): -0.206, atom 4 (C): -0.413, atom 5 (C): -0.059, atom 6 (N): 0.038

***

This record from the OMol25 dataset describes a structure of composition C3H5O4Pm. The level of theory is the ωB97M-V functional and the def2-TZVPD basis.

## Properties
HOMO energy (alpha / beta): -0.664 / -0.669 Eh
Maximum force: 4.15 eV/A
LUMO energy (alpha / beta): -12.039 / -10.228 eV
Expectation value of S²: 6.07
Orbital gap (alpha / beta): 6.042 / 7.965 eV
Molecular weight: 250.07 g/mol

The geometry in ORCA input format:
```
! wB97M-V def2-TZVPD RIJCOSX def2/J DEFGRID3
* xyz 2 5
H -1.744 -2.278 1.081
C -2.107 -1.298 1.403
O -1.970 -0.495 0.224
C -0.948 0.318 0.180
O 0.211 0.013 0.652
O -1.081 1.523 -0.146
H -1.442 -0.693 2.219
H -3.055 -1.245 1.947
H 2.007 -2.363 -1.411
C 2.888 -1.803 -1.053
O 2.933 -0.574 -1.233
H 3.717 -2.330 -0.552
Pm 1.549 1.337 -0.873
*
```

These are the natural (NBO) partial charges, in e, on atoms 1 to 6: atom 1 (H): 0.216, atom 2 (C): -0.266, atom 3 (O): -0.464, atom 4 (C): 0.965, atom 5 (O): -0.815, atom 6 (O): -0.669

***

This record from the OMol25 dataset describes a structure of composition C30H31EuN2O2S2Si. The level of theory is the ωB97M-V functional and the def2-TZVPD basis.

## Properties
HOMO energy (alpha / beta): -0.087 / -0.099 Eh
Maximum force: 1.10 eV/A
LUMO energy (alpha / beta): 2.063 / 2.059 eV
Expectation value of S²: 15.76
Orbital gap (alpha / beta): 4.430 / 4.741 eV
Molecular weight: 695.77 g/mol

The geometry in ORCA input format:
```
! wB97M-V def2-TZVPD RIJCOSX def2/J DEFGRID3
* xyz -1 8
Eu 1.115 -0.360 1.276
C -2.244 -0.984 4.672
C -1.202 -1.239 3.591
S 0.316 -0.340 3.878
C -1.459 -2.110 2.591
C -2.790 -2.825 2.503
S -0.362 -2.632 1.280
H -1.903 -0.186 5.327
H -2.414 -1.872 5.290
H -3.213 -0.687 4.261
H -3.433 -2.666 3.368
H -2.620 -3.899 2.390
H -3.335 -2.504 1.610
O 3.000 -1.053 -0.574
C 3.490 -2.383 -0.540
C 3.714 -2.814 0.890
C 4.554 -3.890 1.161
C 4.658 -4.329 2.469
C 3.924 -3.686 3.453
C 3.118 -2.618 3.093
N 3.029 -2.185 1.833
H 2.718 -0.837 -1.473
H 4.429 -2.471 -1.097
H 2.761 -3.066 -0.992
H 5.100 -4.371 0.359
H 5.298 -5.167 2.714
H 3.958 -4.006 4.486
H 2.489 -2.090 3.805
O 0.223 1.106 -0.153
Si -0.906 1.296 -1.247
C -0.640 0.146 -2.730
C -0.154 -1.149 -2.517
C 0.054 -2.030 -3.572
C -0.223 -1.633 -4.873
C -0.718 -0.357 -5.109
C -0.923 0.515 -4.046
C -2.650 0.985 -0.627
C -3.181 1.820 0.362
C -4.429 1.583 0.918
C -5.179 0.494 0.492
C -4.674 -0.350 -0.483
C -3.420 -0.105 -1.034
C -0.912 3.057 -1.950
C -2.034 3.661 -2.521
C -1.979 4.941 -3.060
C -0.787 5.652 -3.033
C 0.340 5.078 -2.461
C 0.274 3.798 -1.926
H 0.017 -1.500 -1.502
H 0.410 -3.035 -3.374
H -0.065 -2.318 -5.698
H -0.943 -0.043 -6.121
H -1.300 1.511 -4.255
H -2.600 2.665 0.719
H -4.810 2.237 1.693
H -6.149 0.297 0.934
H -5.246 -1.212 -0.805
H -3.031 -0.789 -1.779
H -2.977 3.124 -2.534
H -2.867 5.385 -3.494
H -0.739 6.651 -3.450
H 1.271 5.633 -2.429
H 1.151 3.356 -1.465
C 4.826 3.186 1.941
C 3.934 2.031 1.867
N 3.205 1.149 1.817
H 4.427 3.990 1.326
H 5.818 2.918 1.584
H 4.894 3.525 2.972
*
```

These are the Löwdin partial charges, in e, on atoms 1 to 6: atom 1 (Eu): 1.070, atom 2 (C): -0.189, atom 3 (C): -0.819, atom 4 (S): 0.307, atom 5 (C): -0.829, atom 6 (C): -0.179

***

This record from the OMol25 dataset describes the ion C2H10N4S with charge +2. The level of theory is the ωB97M-V functional and the def2-TZVPD basis.

## Properties
HOMO energy: -0.677 Eh
Maximum force: 3.02 eV/A
LUMO energy: -8.488 eV
Orbital gap: 9.934 eV
Molecular weight: 122.20 g/mol

The geometry in ORCA input format:
```
! wB97M-V def2-TZVPD RIJCOSX def2/J DEFGRID3
* xyz 2 1
C 0.265 -0.444 0.139
C -1.147 1.648 -0.134
N -0.293 -0.839 1.303
N -0.186 0.631 -0.584
N 0.285 -2.022 1.833
N 0.441 0.784 -1.904
S 1.764 -1.150 -0.409
H -0.782 2.628 -0.436
H -2.150 1.523 -0.567
H -1.267 1.674 0.959
H -1.130 -0.395 1.663
H 1.508 -2.372 0.115
H 1.137 -1.695 2.155
H -0.384 -2.530 2.371
H -0.077 0.447 -2.779
H 0.651 1.880 -1.896
H 1.365 0.231 -1.828
*
```

These are the natural (NBO) partial charges, in e, on atoms 1 to 6: atom 1 (C): 0.346, atom 2 (C): -0.456, atom 3 (N): -0.356, atom 4 (N): -0.234, atom 5 (N): -0.620, atom 6 (N): -0.549